The following is a DFT calculation (the ωB97M-V functional and the def2-TZVPD basis) of a cluster of 2 separate species, C15H20N3O in total.

```
39
Properties=species:S:1:pos:R:3
C 4.412 -1.639 2.889
O 3.706 -0.390 3.126
C 2.391 -0.302 2.793
C 1.776 0.963 2.948
C 0.472 1.169 2.575
C -0.325 0.110 2.072
C -1.749 0.313 2.003
N -2.625 -0.572 2.474
C -4.066 -0.313 2.356
C -2.244 -1.667 3.370
C 0.300 -1.156 1.882
C 1.622 -1.358 2.250
H 5.447 -1.436 3.187
H 3.994 -2.446 3.511
H 4.375 -1.919 1.825
H 2.403 1.764 3.327
H 0.023 2.143 2.724
H -2.135 1.326 1.902
H -4.589 -1.191 2.743
H -4.367 0.562 2.950
H -4.329 -0.150 1.306
H -3.158 -1.979 3.870
H -1.847 -2.529 2.811
H -1.509 -1.371 4.147
H -0.257 -1.996 1.459
H 2.108 -2.334 2.077
N -2.416 1.862 0.293
C -3.177 2.980 0.428
C -3.394 3.872 -0.619
C -2.793 3.639 -1.881
N -2.910 4.534 -2.878
C -2.037 2.444 -1.999
C -1.852 1.600 -0.903
H -3.617 3.189 1.416
H -3.990 4.755 -0.418
H -2.494 4.404 -3.782
H -3.437 5.384 -2.784
H -1.551 2.188 -2.930
H -1.228 0.698 -1.000
```

Values from the calculation:
Total charge ... +1
Energy relative to the best compared isomer or geometry (same formula, charge and spin) ... 14.5 kcal per mole
HOMO-LUMO gap ... 0.288 hartree

The following is a DFT calculation (the ωB97M-V functional and the def2-TZVPD basis) of a structure of composition C20H18Cl5N4ReS2.

```
50
Properties=species:S:1:pos:R:3
Re 11.631 8.518 6.926
C 14.698 7.887 5.161
C 14.684 7.850 6.604
N 13.617 7.990 7.380
C 13.837 7.622 8.726
C 15.127 7.340 9.006
S 15.991 7.468 7.513
C 12.651 7.518 9.560
C 12.489 7.181 10.851
S 10.868 7.542 11.397
C 10.465 8.075 9.851
N 11.522 8.066 8.967
C 8.994 8.292 9.494
H 15.565 8.368 4.757
H 13.790 8.511 4.910
H 14.620 6.865 4.742
H 15.641 7.006 9.871
H 13.208 6.722 11.585
H 8.420 8.682 10.389
H 8.630 7.250 9.271
H 8.891 8.963 8.694
Cl 10.569 6.240 6.473
C 9.298 7.544 6.198
C 9.805 8.836 6.124
C 8.872 9.871 5.790
Cl 9.354 11.390 5.325
C 7.522 9.617 5.899
Cl 6.430 10.891 5.696
C 7.033 8.327 6.190
Cl 5.370 7.963 6.052
C 7.979 7.246 6.275
Cl 7.521 5.658 6.404
N 12.142 10.453 6.857
C 12.472 11.533 6.529
N 12.852 12.724 6.260
C 12.329 13.649 5.155
C 11.810 14.972 5.775
C 12.910 15.646 6.711
C 13.295 14.622 7.763
C 13.919 13.369 7.199
H 11.548 13.161 4.586
H 13.164 13.744 4.501
H 10.844 14.768 6.322
H 11.527 15.600 4.945
H 12.475 16.473 7.225
H 13.785 16.057 6.138
H 12.453 14.353 8.400
H 13.990 15.159 8.437
H 14.132 12.736 8.043
H 14.797 13.530 6.629
```

Values from the calculation:
Total charge ... +3
Spin multiplicity ... 4
Energy relative to the best compared isomer or geometry (same formula, charge and spin) ... 23.2 kcal per mole
HOMO-LUMO gap (alpha / beta) ... 0.230 / 0.226 hartree

The following is a DFT calculation (the ωB97M-V functional and the def2-TZVPD basis) of a cluster of 11 separate species, C7H36N14O11 in total.

```
68
Properties=species:S:1:pos:R:3
C -2.087 4.906 2.037
O -2.771 5.893 2.082
N -1.514 4.399 0.917
N -1.831 4.159 2.979
H -1.445 5.129 0.222
H -0.972 3.548 0.965
H -1.239 3.368 2.771
H -2.292 4.431 3.836
C -0.065 -0.197 0.449
O 1.037 -0.165 -0.029
N -1.203 -0.366 -0.145
N -0.217 0.057 1.707
H -1.095 -0.455 -1.145
H -2.098 -0.315 0.320
H 0.521 0.477 2.254
H -1.161 0.016 2.063
C -4.865 -0.896 3.607
O -5.059 -1.028 2.412
N -3.860 -1.417 4.214
N -5.612 -0.103 4.299
H -3.347 -2.168 3.775
H -3.793 -1.129 5.180
H -5.175 -0.003 5.204
H -6.327 0.516 3.945
C -1.352 -2.099 -7.358
O -1.159 -2.220 -6.180
N -0.829 -2.850 -8.263
N -2.206 -1.337 -7.873
H -1.145 -2.666 -9.205
H -0.042 -3.458 -8.089
H -2.523 -1.491 -8.820
H -2.704 -0.917 -7.101
C 4.652 3.335 -1.181
O 5.164 4.363 -1.512
N 3.376 3.284 -0.931
N 5.175 2.101 -1.123
H 2.923 4.146 -1.199
H 2.934 2.445 -0.584
H 4.506 1.350 -1.220
H 6.117 1.900 -1.425
C 3.805 -0.848 -4.858
O 4.964 -0.863 -4.575
N 3.082 0.268 -4.902
N 3.087 -1.806 -5.315
H 3.581 1.141 -4.803
H 2.178 0.193 -4.459
H 3.371 -2.774 -5.266
H 2.144 -1.626 -5.627
C 0.977 -3.155 7.704
O 1.154 -3.004 8.895
N 1.248 -2.282 6.774
N 0.476 -4.222 7.241
H 1.769 -1.439 6.970
H 0.938 -2.532 5.846
H 0.114 -4.906 7.889
H 0.689 -4.440 6.278
O -5.139 -4.087 -1.423
H -4.772 -3.794 -0.589
H -5.716 -4.814 -1.189
O 5.248 -1.550 1.116
H 5.434 -2.111 0.363
H 4.292 -1.508 1.153
O -2.079 2.399 -4.525
H -2.681 3.097 -4.266
H -1.841 2.610 -5.427
O 2.156 2.311 4.831
H 2.213 2.357 5.785
H 2.889 2.842 4.520
```

Values from the calculation:
Total charge ... 0
Energy relative to the best compared isomer or geometry (same formula, charge and spin) ... 163.1 kcal per mole
SMILES ... NC(N)=O.NC(N)=O.NC(N)=O.NC(N)=O.NC(N)=O.NC(N)=O.NC(N)=O.O.O.O.O
HOMO-LUMO gap ... 0.334 hartree

The following is a DFT calculation (the ωB97M-V functional and the def2-TZVPD basis) of a structure of composition C43H58Br2Cl2N5O3RbSSb2.

```
117
Properties=species:S:1:pos:R:3
Rb -1.123 0.644 -0.789
C -1.665 -3.298 1.027
C -3.107 -3.129 1.380
C -3.991 -4.145 1.661
C -5.330 -3.890 1.747
C -5.788 -2.567 1.714
C -4.951 -1.494 1.557
C -5.546 -0.097 1.409
C -3.559 -1.785 1.481
N -2.688 -0.670 1.509
C -2.301 -0.219 2.694
O -2.121 -0.852 3.778
C -2.026 1.288 2.799
C -1.888 1.901 4.154
C -1.679 3.255 4.208
C -1.774 4.072 3.042
C -1.813 3.339 1.802
N -1.846 2.056 1.733
C -1.804 4.280 0.641
O -2.281 5.433 0.774
N -1.315 3.809 -0.559
C -0.955 4.768 -1.470
C 0.411 5.337 -1.412
C 1.268 5.140 -0.137
C 0.831 6.003 -2.546
C 0.017 6.153 -3.661
C -1.281 5.717 -3.687
C -1.830 4.937 -2.600
C -3.146 4.258 -2.704
H -1.243 -4.269 1.271
H -1.088 -2.543 1.540
H -1.529 -3.259 -0.092
H -3.565 -5.122 1.747
H -6.033 -4.696 1.897
H -6.807 -2.229 1.749
H -5.939 -0.028 0.402
H -4.724 0.600 1.528
H -6.381 0.122 2.075
H -2.021 1.291 5.065
H -1.479 3.670 5.168
H -1.995 5.118 3.042
H 1.628 4.107 -0.166
H 0.680 5.244 0.770
H 2.126 5.830 -0.062
H 1.802 6.516 -2.582
H 0.430 6.809 -4.487
H -1.979 5.968 -4.490
H -3.294 4.057 -3.774
H -3.936 4.885 -2.320
H -3.232 3.309 -2.168
Br 2.432 1.468 5.347
C 2.167 1.933 3.439
Br 1.151 0.657 2.437
H 3.117 2.031 2.904
H 1.629 2.871 3.374
C -2.380 -1.808 -6.359
C -2.398 -0.726 -5.285
N -1.160 0.011 -5.225
C -0.957 1.090 -6.194
C -0.169 0.653 -7.385
C -0.170 -0.469 -4.384
S -0.505 -1.599 -3.186
N 1.055 0.141 -4.510
C 1.502 0.824 -3.463
O 0.795 1.247 -2.524
C 2.988 1.141 -3.511
C 3.665 1.430 -2.321
C 5.022 1.775 -2.383
C 5.755 1.691 -3.543
C 5.109 1.234 -4.699
C 3.724 1.028 -4.703
H -3.269 -2.452 -6.383
H -1.579 -2.547 -6.230
H -2.276 -1.489 -7.397
H -2.645 -1.065 -4.259
H -3.186 -0.006 -5.534
H -0.459 1.901 -5.691
H -1.977 1.394 -6.583
H 0.086 1.540 -7.942
H -0.778 -0.081 -7.959
H 0.742 0.170 -7.057
H 3.067 1.418 -1.426
H 5.464 2.012 -1.457
H 6.829 1.853 -3.554
H 5.756 0.985 -5.578
H 3.212 0.713 -5.635
Cl 0.949 -9.208 -1.068
C 1.770 -7.660 -0.647
Cl 1.506 -7.046 1.064
H 1.417 -6.883 -1.343
H 2.858 -7.811 -0.794
C 0.091 -1.165 6.209
Sb -0.499 -2.895 4.971
C 0.480 -4.226 6.394
C -2.414 -3.018 5.926
H 1.093 -0.839 5.854
H 0.101 -1.489 7.292
H -0.635 -0.417 6.010
H 1.586 -4.162 6.212
H 0.041 -5.236 6.256
H 0.224 -3.787 7.353
H -2.420 -2.370 6.803
H -2.531 -4.084 6.165
H -3.191 -2.760 5.178
C 4.206 -3.890 2.293
Sb 4.593 -1.785 2.631
C 6.163 -1.772 4.164
C 5.710 -1.536 0.844
H 5.214 -4.331 2.404
H 3.923 -4.073 1.245
H 3.456 -4.303 2.938
H 7.113 -1.651 3.603
H 6.089 -2.681 4.781
H 5.983 -0.956 4.883
H 6.540 -0.882 0.973
H 5.034 -1.105 0.093
H 6.050 -2.572 0.512
```

Values from the calculation:
Total charge ... -2
HOMO-LUMO gap ... 0.211 hartree

The following is a DFT calculation (the ωB97M-V functional and the def2-TZVPD basis) of an isolated molecule of C3H6N2O.

```
12
Properties=species:S:1:pos:R:3
C 2.160 1.076 -0.545
C -0.092 -0.754 -0.460
C -1.593 -1.022 -0.290
H 2.812 1.934 -0.582
H 2.272 0.270 -1.260
H -0.350 0.656 1.196
H 0.139 -0.470 -1.556
H 0.455 -1.708 -0.296
H -2.090 -1.662 -0.987
N 1.233 1.154 0.314
N 0.364 0.208 0.556
O -2.158 -0.545 0.645
```

Values from the calculation:
Total charge ... 0
Energy relative to the best compared isomer or geometry (same formula, charge and spin) ... 70.1 kcal per mole
SMILES ... C=NNCC=O
HOMO-LUMO gap ... 0.354 hartree

The following is a DFT calculation (the ωB97M-V functional and the def2-TZVPD basis) of a structure of composition C6H24MgN12O6.

```
49
Properties=species:S:1:pos:R:3
Mg -0.111 -0.145 0.131
C -1.103 1.555 2.700
O -0.677 0.793 1.816
N -2.136 2.397 2.457
N -0.407 1.755 3.853
H -2.491 2.375 1.521
H -2.367 3.064 3.170
H 0.462 1.337 4.101
H -0.741 2.519 4.416
C 1.015 -2.456 2.044
O 0.307 -1.780 1.283
N 1.659 -1.876 3.086
N 1.132 -3.797 1.978
H 2.557 -2.204 3.394
H 1.360 -0.984 3.430
H 0.573 -4.268 1.287
H 1.517 -4.286 2.762
C 2.896 0.778 0.641
O 1.704 0.507 0.470
N 3.259 2.073 0.934
N 3.915 -0.115 0.607
H 2.478 2.597 1.299
H 4.129 2.199 1.422
H 3.667 -1.086 0.698
H 4.843 0.210 0.794
C -3.075 -1.109 -0.674
O -2.113 -0.725 0.000
N -3.332 -2.430 -0.898
N -3.901 -0.230 -1.301
H -4.258 -2.699 -1.178
H -2.691 -3.012 -0.377
H -4.846 -0.450 -1.560
H -3.640 0.738 -1.234
C 0.236 -1.411 -2.667
O 0.375 -1.053 -1.482
N -0.858 -2.084 -3.112
N 1.193 -1.254 -3.596
H -1.713 -2.225 -2.603
H -0.849 -2.387 -4.068
H 2.059 -0.820 -3.319
H 1.056 -1.381 -4.579
C -0.136 2.304 -1.824
O -0.369 1.553 -0.865
N 0.729 3.335 -1.764
N -0.754 2.106 -3.038
H 0.984 3.691 -0.860
H 0.714 3.997 -2.520
H -1.586 1.547 -3.058
H -0.663 2.840 -3.718
```

Values from the calculation:
Total charge ... +2
Energy relative to the best compared isomer or geometry (same formula, charge and spin) ... 13.9 kcal per mole
HOMO-LUMO gap ... 0.402 hartree

The following is a DFT calculation (the ωB97M-V functional and the def2-TZVPD basis) of a structure of composition C7H9N.

```
17
Properties=species:S:1:pos:R:3
C 1.247 -1.113 2.034
C 0.933 0.128 1.558
C 0.254 0.181 0.263
C 0.314 1.297 -0.806
C -1.097 0.686 -1.147
C -0.719 -0.657 -1.549
C 0.304 -0.986 -0.770
H 1.808 -1.202 2.949
H 1.089 -2.095 1.423
H 1.194 1.099 2.164
H 0.224 2.263 -0.383
H 1.010 1.087 -1.574
H -1.900 1.223 -1.583
H -1.673 -0.352 0.522
H -1.087 -1.202 -2.439
H 0.968 -1.845 -0.792
N -1.293 0.544 0.315
```

Values from the calculation:
Total charge ... 0
Energy relative to the best compared isomer or geometry (same formula, charge and spin) ... 95.4 kcal per mole
HOMO-LUMO gap ... 0.361 hartree

The following is a DFT calculation (the ωB97M-V functional and the def2-TZVPD basis) of a cluster of 22 separate species, C2H47O22 in total.

```
71
Properties=species:S:1:pos:R:3
C -0.118 -0.994 -0.069
C 0.246 0.490 0.106
O 0.465 1.248 -0.975
H -0.215 -1.631 0.790
H 0.704 -1.366 -0.557
H -1.009 -1.104 -0.651
H 1.146 0.645 0.738
H -0.569 0.955 0.492
O -1.990 1.265 -1.788
H -2.020 1.805 -2.596
H -1.064 1.161 -1.506
O -0.432 3.508 0.085
H -1.340 3.381 0.225
H 0.078 2.690 -0.159
O -3.370 -0.516 -0.641
H -2.942 0.093 -1.221
H -2.848 -0.332 0.100
O 0.104 -0.640 3.307
H 0.670 -0.574 4.102
H 0.577 -0.449 2.509
O 0.045 4.036 -2.743
H -0.042 3.944 -1.788
H 0.689 3.335 -2.866
O -0.984 1.987 2.970
H -0.684 1.121 3.283
H -1.220 1.884 2.054
O 1.720 2.756 2.488
H 0.900 2.327 2.613
H 2.384 2.100 2.382
O -0.589 -0.087 -3.804
H -1.065 0.191 -3.016
H -0.385 0.678 -4.319
O 2.475 -2.776 -1.018
H 2.265 -2.407 -0.120
H 1.962 -2.302 -1.728
O 3.250 0.506 -0.544
H 3.045 -0.151 0.067
H 2.414 0.821 -0.927
O 1.884 2.116 -2.933
H 1.465 1.747 -2.128
H 2.645 2.713 -2.760
O -1.100 -3.336 3.295
H -0.301 -2.877 3.515
H -1.073 -3.621 2.320
O 1.409 -1.945 -3.394
H 0.853 -1.205 -3.705
H 2.185 -1.846 -3.946
O 2.578 -1.942 1.386
H 2.543 -1.160 1.938
H 2.541 -2.649 2.017
O 2.751 3.226 0.169
H 3.005 2.281 0.051
H 2.295 3.238 1.011
O -2.733 -1.975 -2.510
H -2.963 -1.502 -1.749
H -3.495 -1.786 -3.075
O -2.684 2.073 0.740
H -3.549 2.515 0.657
H -2.331 1.833 -0.132
O 2.837 0.277 2.990
H 2.951 0.325 3.965
H 3.752 0.234 2.733
O -0.513 -3.783 -1.340
H -1.375 -3.368 -1.601
H -0.144 -3.047 -0.842
O -2.650 -3.148 0.668
H -2.448 -4.002 0.317
H -3.600 -3.144 0.777
O -2.637 -1.026 2.128
H -2.535 -1.804 1.571
H -1.790 -0.983 2.605
```

Values from the calculation:
Total charge ... -1
Energy relative to the best compared isomer or geometry (same formula, charge and spin) ... 41.5 kcal per mole
HOMO-LUMO gap ... 0.278 hartree

Which value of total charge does entry 6 give? +2

What is the formula in the second record? C20H18Cl5N4ReS2

The highest total charge belongs to which entry? C20H18Cl5N4ReS2

Which of these has the highest total charge? C20H18Cl5N4ReS2